Molecular formula: C45H79Cl2N4O19
Method: DFT, the ωB97M-V functional and the def2-TZVPD basis

Element x y z (Å)
C -3.38 -1.17 -2.40
C -3.82 -2.48 -1.62
Cl -5.06 -3.58 -2.42
C -3.28 -2.83 -0.36
Cl -3.91 -4.38 0.40
C -2.20 -1.98 0.46
C -3.07 -0.76 1.04
C -2.59 -0.22 2.48
O -3.57 -0.60 3.47
C -3.14 -1.70 4.31
C -3.56 -1.43 5.84
O -2.46 -0.96 6.66
C -1.63 -0.04 5.96
C -0.16 -0.45 5.72
C 0.86 0.46 4.96
C 0.42 1.84 4.39
C 1.40 2.85 3.58
C 2.89 2.25 3.64
C 0.84 2.88 2.08
C 1.36 4.24 4.37
C 1.55 5.57 3.50
C 0.18 6.07 2.77
C 2.81 5.55 2.50
C 1.88 6.76 4.57
C -1.10 2.20 4.62
C -2.10 1.32 5.38
C -1.62 -2.95 1.63
N -0.32 -3.14 1.74
C 0.19 -4.00 2.85
C 1.55 -4.77 2.53
N 1.35 -5.82 1.46
N 1.90 -5.53 3.79
N 2.71 -3.87 2.26
C 0.40 -2.40 0.65
C -0.76 -1.67 -0.22
C -0.48 -0.17 -0.73
C 1.09 0.12 -1.00
O 1.30 1.51 -1.40
C 2.69 1.85 -1.27
O 3.30 1.83 -0.17
H -4.07 -0.98 -3.30
H -3.41 -0.21 -1.78
H -2.33 -1.33 -2.81
H -4.19 -1.00 1.14
H -3.00 0.11 0.30
H -1.51 -0.49 2.75
H -2.63 0.93 2.42
H -2.04 -2.00 4.18
H -3.76 -2.62 3.98
H -4.49 -0.76 5.88
H -3.85 -2.47 6.27
H 0.20 -1.46 6.11
H 1.92 0.06 4.83
H 3.65 2.78 2.98
H 3.19 2.22 4.75
H 2.90 1.14 3.30
H -0.17 3.42 2.04
H 0.68 1.79 1.72
H 1.58 3.34 1.33
H 0.42 4.40 5.02
H 2.24 4.22 5.12
H 0.06 5.55 1.74
H 0.14 7.20 2.64
H -0.73 5.71 3.38
H 3.19 6.64 2.44
H 2.52 5.30 1.41
H 3.70 4.94 2.87
H 2.93 6.68 5.01
H 1.08 6.64 5.40
H 1.67 7.74 4.04
H -1.47 3.21 4.21
H -3.18 1.69 5.51
H -2.28 -3.47 2.42
H 0.27 -3.33 3.78
H -0.62 -4.78 3.10
H 1.36 -6.73 1.95
H 2.15 -5.84 0.81
H 1.07 -6.05 4.14
H 2.68 -6.18 3.59
H 3.17 -3.56 3.12
H 3.38 -4.28 1.59
H 0.87 -3.11 -0.13
H 1.14 -1.72 1.21
H -0.87 -2.23 -1.22
H -1.00 0.02 -1.73
H -0.86 0.64 0.00
H 1.40 -0.53 -1.89
H 1.75 -0.14 -0.11
H 3.30 2.22 -2.18
C -0.47 12.48 2.04
O 0.88 12.81 1.72
C 1.78 11.89 2.13
O 1.53 10.87 2.71
O 3.00 12.32 1.77
C 4.06 11.44 2.14
H -1.10 13.29 1.67
H -0.77 11.55 1.55
H -0.61 12.41 3.12
H 3.94 10.47 1.66
H 4.10 11.32 3.23
H 4.99 11.88 1.81
C 5.96 0.70 -7.75
O 5.51 1.37 -6.57
C 6.11 0.95 -5.44
O 6.95 0.09 -5.36
O 5.60 1.66 -4.42
C 6.14 1.31 -3.15
H 5.42 1.12 -8.60
H 7.03 0.86 -7.91
H 5.74 -0.37 -7.69
H 7.21 1.50 -3.12
H 5.93 0.27 -2.91
H 5.66 1.94 -2.40
C -6.75 -6.28 7.91
O -5.57 -5.86 7.23
C -5.52 -6.21 5.94
O -6.36 -6.82 5.34
O -4.36 -5.75 5.42
C -4.18 -6.05 4.04
H -6.68 -5.95 8.94
H -7.63 -5.83 7.46
H -6.83 -7.37 7.90
H -4.96 -5.58 3.44
H -4.15 -7.13 3.88
H -3.22 -5.63 3.73
C -4.86 -4.27 -5.45
O -3.67 -3.84 -6.11
C -3.61 -4.17 -7.41
O -4.45 -4.78 -8.02
O -2.45 -3.71 -7.91
C -2.25 -3.99 -9.29
H -4.79 -3.95 -4.40
H -5.74 -3.81 -5.90
H -4.93 -5.36 -5.47
H -3.03 -3.52 -9.90
H -2.22 -5.07 -9.47
H -1.29 -3.57 -9.59
C 1.37 -4.98 -13.75
O 2.42 -4.27 -13.09
C 2.02 -3.61 -11.99
O 0.90 -3.57 -11.54
O 3.10 -2.99 -11.47
C 2.82 -2.24 -10.29
H 1.80 -5.47 -14.62
H 0.95 -5.74 -13.09
H 0.59 -4.29 -14.09
H 2.46 -2.89 -9.49
H 2.11 -1.44 -10.49
H 3.76 -1.79 -9.96

Computed properties:
Kohn-Sham gap ... 0.2450 Eh
E_LUMO ... -3.7 eV
Charge ... +1
Calculated total energy ... -117837.1158 eV
Molar mass ... 1051.042 g mol⁻¹
E_HOMO ... -0.3817 Eh
Multiplicity ... 1